# 1
Density functional theory data (wB97M-V/def2-TZVPD) for a structure of composition C17H21CoN7O7S.

Element x y z (Å)
1 Co 1.27 0.51 0.07
2 O -1.43 3.15 1.48
3 C -0.66 2.18 0.80
4 O 0.60 2.15 1.29
5 C -1.26 0.78 0.91
6 C -2.46 0.43 1.51
7 C -2.67 -0.95 1.77
8 C -1.88 -1.87 1.18
9 C -0.83 -1.45 0.21
10 N -0.40 -0.11 0.46
11 C 0.50 -2.31 0.21
12 O 0.44 -3.51 0.46
13 O 1.50 -1.64 -0.15
14 H -0.76 3.71 1.89
15 H -3.11 1.20 1.91
16 H -3.44 -1.24 2.46
17 H -1.98 -2.93 1.37
18 N 0.06 3.30 -3.30
19 C -0.73 3.91 -2.49
20 N -1.29 5.17 -2.83
21 N -1.11 3.50 -1.27
22 C -0.52 2.45 -0.72
23 N 0.29 1.61 -1.28
24 H 0.26 3.84 -4.14
25 H 0.52 1.87 -2.24
26 H -1.48 5.27 -3.81
27 H -2.07 5.39 -2.24
28 O 5.10 1.62 -1.30
29 S 3.99 1.93 -0.37
30 N 2.78 1.07 -0.57
31 O 4.49 1.06 1.75
32 C 3.62 0.43 2.35
33 C 3.90 -0.01 3.81
34 C 2.61 -0.68 4.22
35 C 1.74 -0.59 2.94
36 O 0.62 -1.05 2.89
37 N 2.41 0.05 1.95
38 H 4.16 0.87 4.40
39 H 4.76 -0.68 3.80
40 H 2.09 -0.18 5.03
41 H 2.73 -1.73 4.48
42 C -0.59 -3.55 -2.58
43 C -1.72 -2.95 -1.74
44 C -3.01 -2.95 -2.56
45 C -1.37 -1.54 -1.26
46 H -0.85 -4.56 -2.90
47 H 0.32 -3.59 -2.00
48 H -0.43 -2.94 -3.47
49 H -1.87 -3.60 -0.87
50 H -2.90 -2.30 -3.44
51 H -3.85 -2.58 -1.98
52 H -3.25 -3.95 -2.92
53 H -2.26 -0.90 -1.29
54 H -0.61 -1.09 -1.90

Properties
Spin multiplicity: 4
Kohn-Sham gap (spin up / spin down): 7.1 / 6.5 eV
HOMO energy (spin up / spin down): -0.08126 / -0.08606 Ha
LUMO level (spin up / spin down): 4.87 / 4.14 eV
Net charge: -2

# 2
Density functional theory data (wB97M-V/def2-TZVPD) for a structure of composition C17H21CrN8O2S5Se.

Element x y z (Å)
1 Cr 10.31 11.54 9.62
2 C 8.06 15.19 9.42
3 C 9.04 14.11 9.33
4 N 9.15 13.14 10.17
5 N 8.23 13.09 11.20
6 C 8.38 12.01 11.90
7 N 7.47 11.82 12.87
8 S 9.56 10.71 11.75
9 C 9.96 14.11 8.22
10 C 10.12 15.19 7.37
11 C 10.99 15.05 6.31
12 C 11.70 13.86 6.14
13 C 11.50 12.82 7.05
14 N 10.64 13.00 8.04
15 H 7.43 15.16 10.30
16 H 7.41 15.13 8.52
17 H 8.57 16.16 9.37
18 H 6.65 12.42 12.84
19 H 7.37 10.89 13.23
20 H 9.58 16.12 7.49
21 H 11.16 15.86 5.60
22 H 12.42 13.73 5.33
23 H 12.03 11.88 6.99
24 O 8.03 5.34 9.69
25 C 8.45 6.43 9.42
26 S 10.16 6.82 9.27
27 C 9.96 8.55 8.92
28 C 8.72 9.03 8.88
29 S 8.29 10.72 8.72
30 S 7.42 7.89 9.19
31 S 11.41 9.50 8.88
32 N 12.71 11.18 12.07
33 C 12.98 11.65 10.84
34 N 14.23 11.52 10.35
35 O 12.11 12.22 10.16
36 H 13.41 10.67 12.61
37 H 11.74 11.19 12.36
38 H 14.95 11.05 10.84
39 H 14.34 11.75 9.38
40 C 6.66 12.71 5.98
41 N 6.84 11.28 5.81
42 C 5.93 10.35 6.25
43 C 6.52 9.13 6.14
44 N 7.80 9.35 5.69
45 C 8.81 8.30 5.51
46 C 8.01 10.68 5.51
47 Se 9.55 11.47 4.89
48 H 5.59 12.90 5.95
49 H 7.14 13.28 5.16
50 H 7.06 13.05 6.93
51 H 4.93 10.64 6.54
52 H 6.15 8.16 6.40
53 H 8.41 7.40 5.99
54 H 9.75 8.56 6.01
55 H 9.04 8.11 4.45

Properties
Spin multiplicity: 4
Energy above the lowest of the compared OMol25 structures with the same formula, charge and spin: 0.00 kcal per mole
Kohn-Sham gap (spin up / spin down): 6.2 / 6.1 eV
HOMO energy (spin up / spin down): -0.24129 / -0.24398 Ha
LUMO level (spin up / spin down): -0.38 / -0.54 eV

# 3
Density functional theory data (wB97M-V/def2-TZVPD) for the molecule C17H21F3N2O4.

Element x y z (Å)
1 C -1.05 1.58 1.67
2 C -2.48 1.74 1.18
3 C -2.62 1.47 -0.33
4 C -2.23 0.08 -0.67
5 N -1.16 -0.21 -1.29
6 N -1.04 -1.55 -1.44
7 C -0.08 -2.18 -2.17
8 O -0.18 -3.37 -2.42
9 C 1.06 -1.29 -2.59
10 C 1.62 -0.60 -1.38
11 C 2.06 -1.35 -0.30
12 C 2.51 -0.73 0.86
13 C 2.52 0.65 0.96
14 O 2.91 1.36 2.05
15 C 3.30 0.65 3.20
16 C 2.08 1.42 -0.14
17 O 2.12 2.77 0.03
18 C 1.70 3.60 -1.03
19 C 1.64 0.79 -1.29
20 C -2.13 -2.28 -0.74
21 O -2.75 -3.22 -1.53
22 C -1.51 -2.95 0.52
23 F -0.83 -2.05 1.26
24 F -0.67 -3.94 0.25
25 F -2.46 -3.45 1.32
26 C -3.06 -1.14 -0.30
27 H -0.99 1.78 2.73
28 H -0.68 0.58 1.48
29 H -0.39 2.28 1.16
30 H -3.13 1.05 1.73
31 H -2.83 2.75 1.38
32 H -1.97 2.15 -0.87
33 H -3.65 1.64 -0.63
34 H 0.68 -0.54 -3.30
35 H 1.80 -1.91 -3.09
36 H 2.05 -2.43 -0.36
37 H 2.84 -1.34 1.68
38 H 4.19 0.03 3.00
39 H 2.50 0.01 3.57
40 H 3.54 1.40 3.94
41 H 0.66 3.42 -1.29
42 H 1.81 4.62 -0.67
43 H 2.33 3.46 -1.92
44 H 1.29 1.36 -2.13
45 H -2.05 -3.76 -1.96
46 H -3.30 -1.18 0.76
47 H -3.98 -1.18 -0.88

Properties
Energy above the lowest of the compared OMol25 structures with the same formula, charge and spin: 46.13 kcal per mole
SMILES: CCCC1=NN(C(=O)Cc2ccc(OC)c(OC)c2)[C@@](O)(C(F)(F)F)C1
Kohn-Sham gap: 8.7 eV
HOMO energy: -0.29359 Ha
LUMO level: 0.67 eV

# 4
Density functional theory data (wB97M-V/def2-TZVPD) for a cluster of 7 separate species, C17H21F5N2O19 in total.

Element x y z (Å)
1 C -4.83 4.44 3.15
2 N -5.08 4.73 1.70
3 O -5.16 5.94 1.45
4 O -5.27 3.89 0.86
5 H -3.82 4.02 3.10
6 H -5.60 3.73 3.46
7 H -4.92 5.34 3.76
8 C -2.73 1.77 9.68
9 N -3.56 1.17 10.75
10 O -4.06 2.02 11.57
11 O -3.43 -0.06 10.78
12 H -2.62 2.86 9.73
13 H -3.17 1.47 8.74
14 H -1.73 1.35 9.83
15 C -3.69 -4.20 8.88
16 C -4.93 -3.60 8.62
17 O -5.59 -3.46 9.86
18 C -4.93 -4.06 10.87
19 O -5.45 -4.16 12.05
20 O -3.81 -4.59 10.27
21 F -5.68 -4.47 7.96
22 H -2.87 -3.48 8.78
23 H -3.43 -5.02 8.21
24 H -4.96 -2.69 8.02
25 C -1.50 0.87 5.22
26 C -0.66 0.31 4.12
27 O -1.63 -0.28 3.36
28 C -2.80 0.34 3.57
29 O -3.76 -0.01 2.92
30 O -2.65 1.26 4.53
31 F 0.17 -0.59 4.58
32 H -0.95 1.68 5.70
33 H -1.76 0.11 5.95
34 H -0.06 1.04 3.58
35 C -10.11 -2.29 4.34
36 C -11.09 -3.18 3.63
37 O -10.33 -4.17 3.05
38 C -9.03 -3.89 3.23
39 O -8.10 -4.55 2.80
40 O -8.86 -2.79 4.02
41 F -11.74 -2.40 2.75
42 H -10.30 -2.18 5.41
43 H -10.14 -1.29 3.91
44 H -11.86 -3.54 4.30
45 C -6.17 -0.93 4.80
46 C -6.63 0.46 4.35
47 O -6.62 1.22 5.53
48 C -5.99 0.50 6.49
49 O -5.76 0.91 7.68
50 O -5.75 -0.76 6.06
51 F -7.80 0.37 3.78
52 H -5.33 -1.15 4.15
53 H -6.86 -1.74 4.57
54 H -6.10 0.97 3.54
55 C -6.05 4.17 8.39
56 C -6.62 4.60 7.11
57 O -5.67 3.95 6.21
58 C -4.47 4.03 6.87
59 O -3.37 3.75 6.44
60 O -4.68 4.12 8.16
61 F -6.54 5.89 6.89
62 H -6.54 3.22 8.60
63 H -6.34 4.64 9.33
64 H -7.64 4.27 6.93

Properties
Spin multiplicity: 2
Kohn-Sham gap (spin up / spin down): 2.4 / 5.9 eV
HOMO energy (spin up / spin down): -0.02140 / -0.15014 Ha
LUMO level (spin up / spin down): 1.81 / 1.81 eV
Net charge: -1

# 5
Density functional theory data (wB97M-V/def2-TZVPD) for a structure of composition C17H21GeI2N2ORh.

Element x y z (Å)
1 Rh -0.66 0.11 -0.59
2 I 4.34 5.16 -3.08
3 C 2.66 4.12 -2.39
4 C 1.86 4.67 -1.39
5 C 0.76 3.97 -0.94
6 I -0.42 4.77 0.58
7 C 0.39 2.71 -1.45
8 O -0.67 2.10 -1.01
9 C 1.23 2.18 -2.47
10 C 0.91 0.85 -3.09
11 N 0.92 -0.22 -2.06
12 C 0.73 -1.58 -2.56
13 C 0.22 -2.50 -1.48
14 C 0.47 -3.86 -1.54
15 C -0.11 -4.70 -0.60
16 C -0.93 -4.14 0.37
17 C -1.11 -2.77 0.38
18 N -0.53 -1.96 -0.51
19 C 2.34 2.88 -2.91
20 H 2.10 5.64 -0.97
21 H 1.63 0.63 -3.89
22 H -0.09 0.85 -3.53
23 H 1.79 -0.15 -1.53
24 H 1.64 -1.99 -3.01
25 H -0.02 -1.53 -3.35
26 H 1.10 -4.26 -2.32
27 H 0.07 -5.77 -0.63
28 H -1.42 -4.75 1.12
29 H -1.74 -2.30 1.11
30 H 2.96 2.45 -3.69
31 C -2.90 -1.13 3.41
32 Ge -1.36 -0.05 2.82
33 C -1.31 1.58 3.90
34 C 0.30 -1.05 3.08
35 C -1.54 0.53 0.95
36 H -2.88 -1.19 4.50
37 H -2.88 -2.15 3.02
38 H -3.84 -0.66 3.11
39 H -1.12 1.34 4.95
40 H -2.26 2.10 3.84
41 H -0.53 2.25 3.54
42 H 0.47 -1.25 4.14
43 H 1.14 -0.46 2.70
44 H 0.29 -2.00 2.55
45 H -2.01 1.53 0.92

Properties
Energy above the lowest of the compared OMol25 structures with the same formula, charge and spin: 0.00 kcal per mole
Kohn-Sham gap: 6.9 eV
HOMO energy: -0.26366 Ha
LUMO level: -0.24 eV

# 6
Density functional theory data (wB97M-V/def2-TZVPD) for a structure of composition C17H21IN6NiOS2.

Element x y z (Å)
1 Ni -0.06 -0.16 -0.68
2 C -2.73 0.09 -4.66
3 N -3.07 0.39 -3.26
4 C -4.34 0.33 -2.71
5 C -4.23 0.67 -1.41
6 N -2.88 0.93 -1.18
7 C -2.19 0.75 -2.33
8 S -0.50 0.91 -2.56
9 C -2.36 1.53 0.00
10 C -3.14 2.43 0.70
11 C -2.59 3.05 1.81
12 C -1.28 2.78 2.15
13 C -0.57 1.88 1.38
14 N -1.11 1.23 0.34
15 H -3.64 -0.24 -5.16
16 H -1.98 -0.70 -4.68
17 H -2.35 0.98 -5.15
18 H -5.20 0.04 -3.29
19 H -4.97 0.71 -0.63
20 H -4.14 2.68 0.36
21 H -3.18 3.76 2.38
22 H -0.80 3.27 2.99
23 H 0.47 1.67 1.57
24 C 3.36 -4.78 1.30
25 C 2.39 -3.66 1.19
26 C 1.99 -2.84 2.22
27 C 1.08 -1.81 1.97
28 N 0.54 -1.65 0.76
29 C 0.92 -2.46 -0.24
30 S 0.27 -2.13 -1.77
31 N 1.84 -3.42 -0.03
32 C 0.63 -0.93 3.08
33 H 3.82 -4.80 2.29
34 H 4.14 -4.69 0.55
35 H 2.85 -5.74 1.14
36 H 2.39 -2.99 3.21
37 H 2.12 -3.98 -0.83
38 H 1.16 -1.14 4.00
39 H -0.44 -1.08 3.24
40 H 0.79 0.11 2.81
41 N 2.15 2.73 -1.05
42 C 2.55 1.73 -0.26
43 O 1.88 0.71 -0.08
44 C 3.88 1.91 0.42
45 I 3.67 1.73 2.53
46 H 1.27 2.66 -1.55
47 H 2.71 3.55 -1.18
48 H 4.34 2.87 0.23
49 H 4.55 1.11 0.10

Properties
Energy above the lowest of the compared OMol25 structures with the same formula, charge and spin: 2.06 kcal per mole
Kohn-Sham gap (spin up / spin down): 8.0 / 8.1 eV
HOMO energy (spin up / spin down): -0.52458 / -0.52371 Ha
LUMO level (spin up / spin down): -6.24 / -6.18 eV
Net charge: +2

# 7
Density functional theory data (wB97M-V/def2-TZVPD) for a cluster of 2 separate species, C17H21N2OS2 in total.

Element x y z (Å)
1 H 1.14 -2.03 -0.58
2 C 2.23 2.84 -0.94
3 H 3.30 2.96 -1.10
4 C 1.32 2.78 -2.00
5 C -0.05 2.89 -1.76
6 N -0.49 3.22 -0.53
7 C -1.86 3.72 -0.29
8 C -2.74 2.65 0.28
9 C -2.78 2.41 1.65
10 C -3.63 1.42 2.15
11 C -4.42 0.65 1.28
12 C -4.35 0.89 -0.09
13 C -3.52 1.89 -0.60
14 C 0.35 3.19 0.53
15 C 1.67 2.79 0.36
16 C 2.31 2.22 1.58
17 N 3.40 1.42 1.37
18 O 1.86 2.46 2.70
19 H 1.64 2.66 -3.03
20 H -0.83 2.85 -2.53
21 H -1.76 4.53 0.44
22 H -2.26 4.10 -1.23
23 H -2.16 3.02 2.32
24 H -3.66 1.23 3.22
25 H -5.05 -0.14 1.67
26 H -4.93 0.29 -0.79
27 H -3.46 2.11 -1.67
28 H -0.13 3.46 1.48
29 H 3.68 1.12 0.44
30 H 3.76 0.91 2.16
31 C 1.78 -5.78 -1.21
32 C 0.48 -5.54 -0.46
33 S -0.17 -3.87 -0.53
34 C 1.31 -2.97 -0.08
35 S 2.97 -3.33 -0.63
36 C 2.95 -5.11 -0.49
37 H 1.97 -6.86 -1.23
38 H 1.71 -5.44 -2.25
39 H -0.32 -6.15 -0.89
40 H 0.58 -5.79 0.61
41 H 1.31 -2.85 1.02
42 H 2.96 -5.37 0.58
43 H 3.90 -5.43 -0.94

Properties
Kohn-Sham gap: 5.9 eV
HOMO energy: -0.38657 Ha
LUMO level: -4.62 eV
Net charge: +1

# 8
Density functional theory data (wB97M-V/def2-TZVPD) for the molecule C17H21N3O2S.

Element x y z (Å)
1 C 4.38 -2.14 -4.31
2 S 3.03 -2.16 -5.54
3 O 2.74 -3.51 -6.00
4 O 3.30 -1.20 -6.63
5 C 1.62 -1.49 -4.64
6 C 0.97 -2.51 -3.73
7 N 0.20 -1.80 -2.69
8 C 0.53 -1.78 -1.33
9 C -0.27 -0.83 -0.77
10 C -0.35 -0.47 0.65
11 C 0.37 -1.24 1.63
12 C 0.28 -0.88 3.02
13 C -0.40 0.28 3.38
14 C -1.14 0.92 2.42
15 C -1.11 0.62 1.07
16 C -1.86 2.04 3.11
17 C -1.38 2.11 4.58
18 C -0.55 0.81 4.75
19 C -3.34 2.16 2.81
20 C -2.38 3.28 2.40
21 N -2.56 4.48 3.20
22 C -1.09 -0.34 -1.84
23 N -0.78 -0.91 -2.99
24 H 5.20 -2.70 -4.74
25 H 4.07 -2.64 -3.40
26 H 4.73 -1.13 -4.09
27 H 1.92 -0.63 -4.04
28 H 0.90 -1.21 -5.40
29 H 0.29 -3.19 -4.29
30 H 1.69 -3.17 -3.22
31 H 1.33 -2.32 -0.84
32 H 0.95 -2.13 1.38
33 H 0.76 -1.44 3.82
34 H -1.65 1.18 0.37
35 H -0.67 2.97 4.71
36 H -2.21 2.14 5.29
37 H -1.02 0.10 5.46
38 H 0.44 1.01 5.16
39 H -3.76 1.52 1.98
40 H -3.99 2.27 3.70
41 H -2.18 3.42 1.31
42 H -1.77 5.10 3.08
43 H -3.42 4.97 2.95
44 H -1.83 0.45 -1.77

Properties
Energy above the lowest of the compared OMol25 structures with the same formula, charge and spin: 88.19 kcal per mole
SMILES: CS(=O)(=O)CCn1cc(-c2ccc3c(c2)[C@]2(CC3)C[C@H]2N)cn1
Kohn-Sham gap: 8.6 eV
HOMO energy: -0.29745 Ha
LUMO level: 0.46 eV

# 9
Density functional theory data (wB97M-V/def2-TZVPD) for the molecule C17H21N3O5S.

Element x y z (Å)
1 C -1.79 -2.82 0.72
2 C -3.22 -2.40 0.38
3 C -4.08 -3.63 0.09
4 C -3.30 -1.45 -0.82
5 N -2.66 -0.17 -0.57
6 C -1.38 0.11 -0.95
7 N -0.67 -0.81 -1.60
8 C -0.81 1.37 -0.67
9 C 0.58 1.61 -0.97
10 O 1.28 0.83 -1.62
11 C 1.23 2.87 -0.42
12 O 2.63 2.79 -0.60
13 C 3.23 1.81 0.08
14 O 2.69 1.12 0.90
15 C 4.70 1.71 -0.31
16 C 5.27 0.38 0.05
17 C 6.16 0.08 1.03
18 C 6.46 -1.31 1.09
19 C 5.78 -2.02 0.16
20 S 4.77 -1.03 -0.81
21 C -1.61 2.39 -0.03
22 O -1.26 3.53 0.21
23 N -2.92 2.00 0.30
24 C -3.78 2.96 0.96
25 C -3.46 0.77 0.08
26 O -4.59 0.49 0.42
27 H -1.79 -3.44 1.61
28 H -1.36 -3.40 -0.09
29 H -1.16 -1.95 0.91
30 H -3.65 -1.88 1.24
31 H -4.06 -4.31 0.94
32 H -3.71 -4.17 -0.78
33 H -5.11 -3.35 -0.09
34 H -4.35 -1.23 -1.01
35 H -2.88 -1.91 -1.72
36 H -0.95 -1.77 -1.63
37 H 0.30 -0.52 -1.80
38 H 0.98 2.99 0.64
39 H 0.89 3.75 -0.97
40 H 4.78 1.91 -1.38
41 H 5.24 2.50 0.23
42 H 6.59 0.81 1.68
43 H 7.14 -1.74 1.80
44 H 5.82 -3.08 -0.02
45 H -4.68 3.11 0.36
46 H -3.22 3.89 1.05
47 H -4.07 2.60 1.94

Properties
Energy above the lowest of the compared OMol25 structures with the same formula, charge and spin: 0.00 kcal per mole
SMILES: CC(C)Cn1c(N)c(C(=O)COC(=O)Cc2cccs2)c(=O)n(C)c1=O
Kohn-Sham gap: 9.2 eV
HOMO energy: -0.31840 Ha
LUMO level: 0.53 eV

# 10
Density functional theory data (wB97M-V/def2-TZVPD) for the molecule C17H21N5O2S.

Element x y z (Å)
1 C 3.66 -2.63 -3.41
2 C 2.37 -3.35 -3.04
3 C 1.71 -2.78 -1.78
4 C 1.17 -1.37 -2.00
5 N 0.53 -0.87 -0.81
6 C 1.13 -0.37 0.29
7 S 2.84 -0.15 0.40
8 C 2.86 1.08 1.75
9 C 1.87 2.17 1.49
10 C 1.12 2.71 2.54
11 C 0.20 3.70 2.24
12 C 0.05 4.12 0.93
13 C 0.86 3.53 -0.03
14 N 1.74 2.58 0.24
15 N 0.27 -0.02 1.24
16 C -0.94 -0.31 0.73
17 C -0.82 -0.85 -0.54
18 C -1.96 -1.23 -1.31
19 O -1.98 -1.70 -2.44
20 N -3.15 -0.99 -0.61
21 C -4.37 -1.35 -1.32
22 C -3.30 -0.45 0.65
23 O -4.39 -0.27 1.15
24 N -2.14 -0.11 1.33
25 C -2.21 0.47 2.65
26 H 3.46 -1.60 -3.73
27 H 4.34 -2.60 -2.56
28 H 4.15 -3.14 -4.23
29 H 1.66 -3.30 -3.87
30 H 2.60 -4.40 -2.86
31 H 2.43 -2.77 -0.96
32 H 0.88 -3.43 -1.49
33 H 1.99 -0.68 -2.24
34 H 0.43 -1.37 -2.80
35 H 2.64 0.56 2.68
36 H 3.88 1.46 1.76
37 H 1.25 2.35 3.55
38 H -0.41 4.13 3.03
39 H -0.66 4.87 0.66
40 H 0.80 3.81 -1.07
41 H -5.21 -1.24 -0.65
42 H -4.49 -0.70 -2.19
43 H -4.29 -2.38 -1.67
44 H -1.72 -0.19 3.36
45 H -1.70 1.43 2.64
46 H -3.26 0.59 2.90

Properties
Energy above the lowest of the compared OMol25 structures with the same formula, charge and spin: 0.00 kcal per mole
SMILES: CCCCn1c(SCc2ccccn2)nc2c1c(=O)n(C)c(=O)n2C
Kohn-Sham gap: 8.5 eV
HOMO energy: -0.29007 Ha
LUMO level: 0.59 eV